No. 1
ORCA calculation (wB97M-V/def2-TZVPD) on a structure of composition C26H43N3P2Ru at a distorted geometry.

Calculated values
Charge: +1
LUMO energy (alpha / beta) in Ha: -0.1585 / -0.1901
Max |F| in eV Å⁻¹: 3.247
2S+1: 6
Calculated total energy in eV: -53271.1677
HOMO (alpha / beta) in eV: -8.512 / -8.511
Orbital gap (alpha / beta) in eV: 4.20 / 3.34

```
75
C26H43N3P2Ru, DFT wB97M-V/def2-TZVPD
H 2.102 2.538 -2.053
H 2.920 -0.261 -2.887
H -2.247 0.810 -6.866
C 2.010 -0.866 -2.954
H 0.990 3.792 -1.475
C 0.330 0.235 0.998
C -1.226 3.169 -5.940
H 0.958 -2.731 -7.214
C -0.703 2.038 -0.029
H -1.440 -1.316 -0.791
H 2.665 -0.864 0.100
C 0.292 -2.445 -0.842
C -2.858 -2.387 1.446
H -0.787 3.976 -5.340
Ru -0.946 2.246 -2.062
H -0.478 -3.810 -7.301
H -3.393 -1.421 -5.927
H 1.505 -1.445 1.701
H -0.212 -1.291 -4.837
H 2.273 3.122 -0.402
H 1.071 2.222 -7.458
H 1.815 -2.875 -3.645
H 1.908 1.016 -6.435
N -2.634 -3.796 4.629
C 2.158 -2.315 -2.760
H 3.053 0.425 -1.029
H -1.125 0.021 -3.973
H 0.225 -2.629 0.234
P -0.987 -1.702 -6.252
N -3.390 -1.968 0.475
C -2.683 -2.260 -5.939
H 1.478 -4.027 -1.725
H 3.216 0.689 0.722
P -0.357 1.622 -5.552
H -2.051 2.043 2.424
C 1.564 -2.958 -1.479
C -2.485 -3.325 3.563
N -2.117 -2.809 2.431
C -0.771 -1.918 -1.443
C 1.199 0.657 -0.010
H -0.143 -1.425 2.331
H -1.363 3.761 0.959
C -1.171 0.874 -7.101
C -1.083 -1.865 -2.899
C 0.701 -0.784 2.041
H -0.891 -2.869 -3.328
C -0.829 1.033 1.004
H -2.281 2.980 -5.675
H 1.814 2.726 -5.899
H -2.986 -2.998 -6.695
H -1.098 4.023 -0.801
H 0.462 -0.456 -7.725
H 2.328 -2.887 -0.684
H -1.115 3.372 -7.019
C -0.630 -0.484 -7.546
H -1.564 0.391 2.891
H 0.384 -3.572 -5.732
C -0.390 -0.800 -3.803
H 3.248 -2.445 -2.676
H -2.810 0.624 1.645
C 0.069 -3.094 -6.672
C -1.465 3.307 -0.035
C 1.543 2.895 -1.187
H -2.164 -1.599 -2.929
H -1.016 1.580 -7.933
H -2.700 -2.749 -4.952
H 1.077 0.861 -3.716
C 0.966 -0.253 -3.533
C 0.600 1.840 -0.736
C 2.601 0.218 -0.062
H -2.528 3.124 -0.214
H -1.104 -0.790 -8.504
C 1.279 1.921 -6.419
H 1.076 -0.308 2.964
C -1.875 1.026 2.053
```

***

No. 2
ORCA calculation (wB97M-V/def2-TZVPD) on a cluster of 10 separate species, C26H43N9O4 in total at a distorted geometry.

Calculated values
Charge: 0
LUMO energy in Ha: 0.0092
Max |F| in eV Å⁻¹: 3.055
SMILES string: COCCOCCCCC(=O)O.CC#N.CC#N.CC#N.CC#N.CC#N.CC#N.CC#N.CC#N.CC#N
Calculated total energy in eV: -49256.3246
HOMO in eV: -9.442
Orbital gap in eV: 9.69

```
82
C26H43N9O4, DFT wB97M-V/def2-TZVPD
H -4.238 2.110 -4.488
H 3.764 0.479 0.389
H -0.294 -1.527 -2.665
C -7.144 0.052 3.930
C -1.219 0.456 -1.964
O 2.524 2.727 -2.386
H 1.842 0.098 2.187
H 3.643 1.548 1.781
C 3.060 2.059 -1.582
H 0.957 1.253 1.201
H 4.821 4.764 3.837
H 0.195 -2.855 -6.574
H -7.097 -0.856 5.825
H 1.896 2.752 -0.006
H 0.991 -4.150 -5.663
N 0.891 -4.215 2.576
C 1.602 -0.599 0.207
C 3.885 5.193 3.481
C 2.820 -5.635 -1.833
O 3.765 0.979 -1.967
H 6.853 2.944 -0.560
C -4.044 -1.639 1.532
C -6.534 -0.122 5.252
C -1.321 -3.000 3.205
N 2.721 -3.696 -8.249
C 1.154 -3.232 -6.223
H -0.082 -3.149 -0.118
C 3.142 1.239 0.866
H 3.176 -5.181 -0.909
H -1.614 1.259 -1.345
H -5.293 3.181 4.475
N -3.457 2.776 6.993
C 1.791 0.552 1.195
H -5.495 -1.298 0.056
N -3.698 -1.683 2.613
H -1.602 0.472 -2.993
C 6.976 3.726 1.390
N -2.525 -0.473 -4.993
H 3.601 3.229 0.139
H 2.394 -1.326 0.417
C -3.800 2.824 5.910
H 3.631 -5.656 -2.558
H -4.510 1.654 -6.180
C 2.036 -3.492 -7.365
O -1.621 -0.750 -1.335
H -4.137 1.904 4.051
C -3.362 0.293 -5.068
C -0.831 -1.855 -1.778
H 7.117 4.695 -0.470
C 6.596 3.853 -0.018
N 3.859 5.154 0.880
H -5.387 0.817 -4.885
C -4.441 1.279 -5.161
H -2.086 -3.707 3.514
O 0.314 -1.175 0.299
C 1.700 -4.858 -2.365
H -1.159 -2.278 4.001
H -5.507 -0.466 5.144
H -3.650 3.607 3.965
H -0.130 0.548 -2.024
H 3.052 4.609 3.867
H 5.528 4.019 -0.087
H -1.651 -2.481 2.319
H 1.156 -2.361 -1.153
C 0.204 -2.244 -0.651
C 3.865 5.177 2.018
H 2.497 -6.654 -1.628
H -4.325 -2.579 -0.322
H -6.538 0.826 5.788
C 2.919 2.416 -0.122
H 1.607 -2.493 -5.567
H 3.801 6.218 3.838
C -4.247 2.883 4.516
N 0.826 -4.250 -2.765
N -7.611 0.186 2.902
C -4.450 -1.596 0.127
N 7.266 3.622 2.485
H 1.728 -0.194 -0.806
H -1.469 -2.705 -1.995
H -3.829 -0.879 -0.411
H 3.380 0.737 -2.818
C -0.075 -3.709 2.901
```

***

No. 3
ORCA calculation (wB97M-V/def2-TZVPD) on a cluster of 8 separate species, C26H43O20S in total at a distorted geometry.

Calculated values
ΔE to the lowest compared entry with this formula, charge and spin in kcal per mole: 0.0
Charge: -1
LUMO energy in Ha: 0.0590
Max |F| in eV Å⁻¹: 4.360
Calculated total energy in eV: -79445.1926
HOMO in eV: -6.263
Orbital gap in eV: 7.87

```
90
C26H43O20S, DFT wB97M-V/def2-TZVPD
S 1.289 0.495 -5.224
H 0.552 -0.634 -3.066
C -1.892 2.589 0.931
C 0.080 -4.518 0.905
H -0.497 1.675 -3.961
O 5.126 2.841 -3.478
O 3.558 1.055 3.249
H 2.552 -1.936 4.681
H -1.754 1.513 0.822
C 3.225 3.056 0.512
C -0.020 -4.887 -2.379
H -5.276 -0.613 -2.387
H 0.763 -2.132 -1.439
H -2.876 1.323 -2.686
O 0.667 0.081 0.450
H 4.029 2.915 1.234
C -2.726 -1.491 2.482
C -0.261 -3.804 -0.443
H -4.143 2.554 0.962
C -3.295 3.037 0.477
H -5.099 0.938 -1.543
O 0.907 -3.945 -2.405
H 1.352 -2.481 3.502
O -0.277 -1.311 6.280
H 0.845 -5.293 0.871
H -1.829 0.120 -1.009
C -4.875 0.398 -2.463
H 0.636 -0.181 -0.491
O -1.800 3.078 2.325
C -1.328 -1.058 3.056
C 0.906 -3.191 -1.226
C -0.738 3.391 0.325
O 0.053 3.864 1.379
C -1.164 0.388 3.460
H 3.438 1.038 -0.255
H -0.155 2.742 -0.328
O 4.412 2.427 -1.376
O -0.792 0.365 4.823
C 4.240 2.509 -2.680
C -0.313 1.429 -5.006
H 1.688 -1.624 -3.873
H -3.458 -0.195 -0.405
H -0.971 -2.997 -0.258
H -0.789 -4.966 1.388
H 3.267 4.064 0.101
H 1.858 0.298 4.060
C 2.407 0.335 3.119
H -3.311 -0.707 2.002
H 1.498 1.268 -1.556
C 2.402 -2.223 3.640
H -0.481 -1.288 2.408
C 2.199 2.081 -1.747
H 2.913 -3.143 3.359
O 4.290 -1.002 2.804
H -3.334 -1.919 3.279
H -3.481 2.792 -0.568
C 4.645 0.342 3.017
O 5.789 0.757 3.018
C -3.336 0.353 -2.498
H -5.303 0.953 -3.297
H 0.026 -1.395 -4.537
H 1.810 0.785 2.327
O -0.215 4.240 3.599
C 0.883 -0.915 -4.066
O -0.265 -5.690 -3.273
O -2.866 -0.523 -3.517
H -0.555 0.910 2.722
C 3.297 2.058 -0.613
H 0.371 -3.691 1.553
C -0.685 -0.931 5.212
H -2.648 -2.372 1.845
O -1.097 -1.724 4.221
H 1.851 -3.285 -0.692
O -2.588 -1.668 -1.699
O -1.997 -2.538 -3.765
C 2.844 -1.053 2.685
H -1.270 0.947 -5.203
O 1.279 -0.036 -6.669
H 2.491 -1.227 1.669
O -0.819 -4.728 -1.338
H -3.426 4.114 0.580
H -0.211 2.371 -5.545
C -2.456 -1.669 -3.038
H -2.149 0.852 3.406
O 2.924 2.162 -2.950
C -0.622 3.775 2.518
H -0.994 4.229 -0.324
H 2.261 2.828 0.969
C -2.786 -0.343 -1.250
H 1.599 2.991 -1.703
```